(1)
Density functional theory data (the ωB97M-V functional and the def2-TZVPD basis) for a structure of composition C11H19ErNO in a non-equilibrium geometry.

Calculated values
- gap between HOMO and LUMO (alpha / beta) (Eh) = 0.150 / 0.150
- E_tot (Eh) = -1575.46574
- <S²> = 3.755
- net charge = -1
- HOMO (alpha / beta) (eV) = -1.43 / -1.41
- E_LUMO (alpha / beta) (eV) = 2.7 / 2.7
- spin multiplicity = 4

The geometry in XYZ format:
```
33
Properties=species:S:1:pos:R:3:forces:R:3
C 3.2125 0.6073 -1.0923 -0.34 -1.08 -0.12
C 2.3850 0.1708 -2.1806 0.36 -0.81 1.20
C 1.7523 -1.0536 -1.7899 0.47 0.10 0.38
C 2.1774 -1.3833 -0.4527 0.89 1.47 -1.28
C 3.0893 -0.3463 -0.0254 -0.12 -0.52 -1.38
Er 0.8370 0.7451 -0.0273 3.60 -1.76 4.59
N 2.0009 1.5553 2.0116 -1.67 -1.06 -2.58
C 0.2198 2.5209 -1.0777 -3.92 0.66 -0.25
C -0.0917 1.8511 -2.2453 0.79 4.01 0.21
H 1.1027 -1.6637 -2.4213 0.11 0.31 0.30
H 2.2700 0.6634 -3.1325 0.08 -0.06 -0.05
H 1.8780 -2.2469 0.1053 -0.10 -0.20 0.22
H 3.5156 -0.2462 0.9557 0.04 0.12 0.11
H 3.8142 1.5123 -1.0787 -0.19 -0.21 0.16
H 0.6790 2.0577 -3.0656 -1.62 -0.82 0.98
H -0.5115 2.4167 -0.0836 1.15 1.13 -2.76
H 1.9228 2.5633 2.1642 -0.10 0.32 0.23
H -1.1775 1.8012 -2.4276 0.72 -1.14 -0.19
H 1.1218 3.0459 -0.8393 0.92 -0.03 0.06
C -3.2280 -0.8083 0.2452 -0.92 -0.19 0.05
C -1.9281 -0.8420 0.9964 1.79 0.93 -1.07
C -1.9542 -0.1573 2.3490 -0.22 -0.05 0.45
C -1.4719 -2.2856 1.1495 -0.23 -0.30 0.17
O -0.9740 -0.1395 0.1685 -1.52 -1.12 0.86
H -4.0359 -1.2816 0.8228 0.05 0.10 -0.11
H -3.1212 -1.3523 -0.6935 0.05 -0.06 -0.04
H -3.5255 0.2079 -0.0116 0.04 0.12 0.16
H -2.7524 -0.5666 2.9778 -0.02 0.01 0.05
H -1.0007 -0.3020 2.8693 -0.09 0.06 -0.17
H -2.0972 0.9216 2.2582 -0.07 -0.07 -0.13
H -1.3462 -2.7612 0.1758 -0.07 0.06 -0.07
H -0.5245 -2.3715 1.6825 0.00 0.19 0.05
H -2.2376 -2.8328 1.7127 0.13 -0.14 -0.02
```
Positions in Å, forces in eV/Å.

Atomic partial charges in e from the Löwdin method, atoms 1 to 6:
1 C -0.21
2 C -0.23
3 C -0.21
4 C -0.21
5 C -0.24
6 Er 0.98



(2)
Density functional theory data (the ωB97M-V functional and the def2-TZVPD basis) for a structure of composition C32H23F3N3O2W in a non-equilibrium geometry.

Calculated values
- gap between HOMO and LUMO (alpha / beta) (Eh) = 0.212 / 0.203
- E_tot (Eh) = -1913.60703
- <S²> = 2.028
- net charge = +3
- HOMO (alpha / beta) (eV) = -16.39 / -16.61
- E_LUMO (alpha / beta) (eV) = -10.6 / -11.1
- spin multiplicity = 3
- energy above the lowest of the compared OMol25 structures with the same formula, charge and spin (eV) = 0.0922

The geometry in XYZ format:
```
64
Properties=species:S:1:pos:R:3:forces:R:3
W -0.1996 -1.0569 0.0369 0.51 -1.85 0.52
C 1.0278 0.0556 4.0391 -0.03 -0.02 -0.07
O 1.6860 1.0082 3.1048 -0.07 -0.04 0.19
C 1.4646 0.5712 1.9101 0.17 0.21 0.01
N 0.8855 -0.5738 1.7838 -0.33 -0.30 -0.43
C 0.4538 -1.0453 3.1050 0.05 0.11 0.02
C -1.0430 -1.2540 2.9983 0.08 -0.06 -0.01
C -1.7517 -1.9759 3.9315 -0.04 -0.06 0.08
C -3.0893 -2.3048 3.6978 0.01 0.00 0.01
C -3.7283 -1.9431 2.5155 -0.06 -0.06 0.07
C -3.0421 -1.2065 1.5716 -0.06 0.03 0.07
C -1.7030 -0.8758 1.8074 -0.08 0.09 -0.09
C 1.5928 1.3920 0.6973 0.03 -0.10 0.20
C 2.2446 2.5989 0.5464 0.10 0.07 0.01
C 2.0500 3.3068 -0.6365 0.01 0.00 0.02
C 1.1484 2.8260 -1.5846 0.05 0.10 -0.10
C 0.5281 1.6210 -1.3364 -0.16 -0.05 -0.14
N 0.7881 0.8824 -0.2464 -0.03 0.17 0.00
C -0.5681 0.9902 -2.0849 0.08 0.00 0.07
N -1.2116 0.0294 -1.4886 -0.25 0.03 -0.08
C -2.0694 -0.6282 -2.4887 0.13 0.10 -0.02
C -1.9260 0.3069 -3.7175 0.01 -0.05 0.02
O -0.8851 1.2745 -3.2976 -0.06 0.01 -0.20
C -1.5349 -2.0319 -2.6350 0.02 -0.02 0.02
C -2.3419 -3.0347 -3.1516 -0.07 -0.07 -0.02
C -1.8349 -4.3134 -3.3338 0.01 0.00 0.00
C -0.5172 -4.6153 -2.9822 -0.09 -0.07 -0.05
C 0.2832 -3.6404 -2.4333 0.08 0.01 0.12
C -0.2237 -2.3499 -2.2404 -0.06 -0.10 -0.12
H 0.2772 0.6198 4.5836 -0.03 0.07 0.00
H 1.7879 -0.3105 4.7186 0.10 0.01 -0.01
H 0.9197 -2.0072 3.3130 0.02 -0.06 0.00
H -1.2678 -2.3116 4.8420 -0.04 0.00 -0.02
H -3.6353 -2.8616 4.4497 0.02 0.01 -0.02
H -4.7630 -2.2119 2.3509 0.01 0.01 0.02
H -3.5462 -0.8543 0.6822 -0.01 0.02 -0.05
H -1.3429 0.0202 1.2431 -0.19 0.62 0.29
H 2.8767 2.9765 1.3404 -0.01 0.02 -0.02
H 2.5583 4.2496 -0.7963 -0.02 -0.02 0.00
H 0.9130 3.3844 -2.4824 0.02 0.00 0.03
H -3.0998 -0.6525 -2.1411 -0.07 -0.01 0.01
H -2.8228 0.8724 -3.9448 -0.02 0.09 0.04
H -1.5576 -0.1890 -4.6102 0.06 0.01 -0.03
H -3.3669 -2.8140 -3.4298 0.04 -0.02 0.00
H -2.4685 -5.0805 -3.7620 0.02 0.02 0.02
H -0.1208 -5.6083 -3.1497 -0.03 0.02 -0.02
H 1.3065 -3.8623 -2.1597 -0.01 0.02 0.00
H 0.5407 -1.5837 -2.0474 0.19 0.33 -0.16
F 1.8425 -9.7364 3.4273 0.01 0.00 0.05
C 1.3034 -9.5941 2.2180 0.00 -0.01 0.03
F 0.1704 -10.2970 2.1717 -0.07 -0.03 0.01
F 2.1468 -10.1071 1.3184 0.05 0.00 -0.07
C 1.0349 -8.1356 1.8998 -0.02 0.01 -0.04
C 1.6472 -7.1359 2.6424 0.05 0.06 0.05
C 1.4138 -5.8126 2.3257 0.03 0.01 0.08
C 0.5760 -5.4942 1.2478 -0.06 0.10 -0.13
C -0.0347 -6.5155 0.4981 0.00 -0.04 -0.04
C 0.1914 -7.8325 0.8338 -0.01 -0.01 -0.02
C 0.3563 -4.1468 0.8976 0.07 -0.20 0.14
C 0.1547 -2.9720 0.5874 -0.06 0.91 -0.23
H 2.2998 -7.3968 3.4638 -0.01 0.00 0.00
H 1.8872 -5.0220 2.8936 -0.01 -0.03 -0.01
H -0.6864 -6.2602 -0.3278 0.01 -0.01 0.03
H -0.2786 -8.6331 0.2778 0.00 0.02 0.00
```
Positions in Å, forces in eV/Å.

Atomic partial charges in e from the natural (NBO) method, atoms 1 to 6:
1 W 1.57
2 C -0.08
3 O -0.38
4 C 0.64
5 N -0.52
6 C -0.12



(3)
Density functional theory data (the ωB97M-V functional and the def2-TZVPD basis) for the molecule C4H6O2 in a non-equilibrium geometry.

Calculated values
- gap between HOMO and LUMO (Eh) = 0.412
- E_tot (Eh) = -306.40187
- net charge = 0
- HOMO (eV) = -10.20
- E_LUMO (eV) = 1.0
- structure (SMILES) = O=COC1CC1
- energy above the lowest of the compared OMol25 structures with the same formula, charge and spin (eV) = 2.8416

The geometry in XYZ format:
```
12
Properties=species:S:1:pos:R:3:forces:R:3
O 1.7499 0.8970 0.1250 -0.66 -6.97 -1.86
C 1.5856 -0.3580 -0.2083 1.28 3.91 0.96
O 0.4421 -1.0924 -0.0168 1.21 1.05 -0.68
C -0.6319 -0.3320 0.5085 -1.46 1.82 0.08
C -1.0161 1.0367 -0.1850 -1.02 -1.48 3.39
C -2.0226 -0.2108 -0.1817 0.31 0.40 0.67
H 2.4137 -1.0624 -0.7199 -1.82 1.76 1.19
H -0.5912 -0.3681 1.6584 -0.29 0.35 -2.02
H -0.6895 1.2255 -1.1950 0.43 0.17 0.22
H -1.0079 1.8972 0.6119 -0.45 -1.64 -2.07
H -3.0237 -0.3453 0.3925 2.15 0.54 -0.71
H -2.1280 -0.5993 -1.2143 0.32 0.09 0.83
```
Positions in Å, forces in eV/Å.

Atomic partial charges in e from the natural (NBO) method, atoms 1 to 6:
1 O -0.60
2 C 0.62
3 O -0.50
4 C 0.05
5 C -0.43
6 C -0.45



(4)
Density functional theory data (the ωB97M-V functional and the def2-TZVPD basis) for a cluster of 2 separate species, C4H7NO2 in total.

Calculated values
- gap between HOMO and LUMO (Eh) = 0.391
- E_tot (Eh) = -361.77999
- net charge = 0
- HOMO (eV) = -9.76
- E_LUMO (eV) = 0.9
- structure (SMILES) = O=C1CN1.CC=O
- energy above the lowest of the compared OMol25 structures with the same formula, charge and spin (eV) = 2.7446

The geometry in XYZ format:
```
14
Properties=species:S:1:pos:R:3:forces:R:3
O 0.6021 0.8358 1.2542 0.39 -0.23 -0.41
C 1.3299 0.3540 0.4265 -0.12 0.15 0.26
C 1.8529 -0.7937 -0.3158 -0.10 -0.36 -0.01
N 2.3721 0.6173 -0.3972 0.04 0.26 0.08
H 1.3872 -1.1616 -1.2249 0.08 0.09 0.14
H 2.4152 -1.5300 0.2586 -0.06 0.13 -0.07
H 3.2886 0.9057 -0.0761 -0.07 -0.04 0.01
C -2.0817 0.7140 -0.1441 0.05 0.02 -0.07
C -1.6248 -0.6718 0.2165 0.02 -0.13 -0.19
O -1.0684 -1.4255 -0.5505 -0.24 0.30 0.32
H -1.9074 1.4004 0.6887 -0.03 -0.11 -0.11
H -3.1588 0.6892 -0.3520 0.12 -0.03 0.06
H -1.5565 1.0612 -1.0371 -0.10 -0.04 0.10
H -1.8504 -0.9949 1.2533 0.03 -0.01 -0.11
```
Positions in Å, forces in eV/Å.

Atomic partial charges in e from the natural (NBO) method, atoms 1 to 6:
1 O -0.56
2 C 0.68
3 C -0.33
4 N -0.62
5 H 0.23
6 H 0.20